DFT (ωB97M-V/def2-TZVPD) results for a 2-piece molecular cluster, C9H14O overall in a non-equilibrium geometry.

Atoms and positions in Å:
C  0.391175  -1.051631  -2.505510
C  0.648685  -0.357689  -1.189457
C  0.346667  -0.943444  0.029247
C  0.733441  -0.346965  1.232587
C  1.416824  0.851466  1.195284
O  1.749981  1.451072  2.390456
C  1.687734  1.482871  -0.011577
C  1.330405  0.864386  -1.203076
H  0.344410  -2.136489  -2.436999
H  1.240546  -0.881435  -3.141220
H  -0.534531  -0.774175  -3.020885
H  -0.020547  -1.966345  0.062726
H  0.488544  -0.861054  2.153347
H  2.399012  2.154171  2.196867
H  2.310966  2.364901  -0.064628
H  1.430738  1.361620  -2.152659
C  -3.545721  -0.131655  -0.279136
C  -3.022445  -1.392146  0.430779
H  -3.385239  -0.064893  -1.348074
H  -4.600484  0.040590  -0.047443
H  -3.016135  0.757680  0.062083
H  -3.807500  -1.989190  0.866780
H  -2.271384  -1.080566  1.161490
H  -2.451491  -2.012682  -0.268413

Cartesian forces (eV/Å) of the 3 atoms listed first:
-0.29 -0.40 0.08
0.07 -0.10 -0.39
0.85 -0.19 0.30

As for the HOMO energy: -8.47 eV. The gap between HOMO and LUMO is 0.344 Ha. The total energy comes out at -11607.1905 eV. The value obtained for the relative energy (zero: lowest compared OMol25 entry of this formula, charge and spin) is 10.3 kcal/mol. The spin multiplicity is 1. For the molar mass, the calculation gives 138.21 g/mol.